17
Properties=species:S:1:pos:R:3:forces:R:3:lowdin_charge:R:1 method="wB97M-V/def2-TZVPD" de_lowest_ev=1.264 lumo_energy_ev=7.15 smiles=[O-]CCCCC[O-] gap_ev=6.585 total_charge=-2 e_tot_ha=-346.8165
C -1.0928 0.1346 -0.8181 1.071 -3.846 -1.205 -0.232
H 1.3773 0.7899 2.0286 0.441 1.589 0.262 0.047
H -1.4952 -0.9806 -0.9652 0.316 2.016 -0.244 0.119
C 0.7609 -0.8464 0.9754 1.964 -0.882 0.160 -0.214
H -1.7955 0.4933 -0.1038 -0.328 1.160 0.438 0.068
H 1.8717 -1.2849 0.8703 -2.219 0.748 -0.131 0.111
H -0.1205 0.0807 2.7417 0.087 0.380 -0.094 0.070
H -0.4275 0.2585 -2.9872 -0.482 0.374 0.683 0.077
H 0.8708 0.7719 -0.3564 0.523 1.583 0.191 0.062
O 1.6485 -0.7949 3.3139 0.094 -0.148 -0.053 -0.420
O -2.2692 1.1880 -2.5063 -3.232 0.946 -2.335 -0.359
C -1.0632 0.9009 -2.2272 1.295 -0.731 2.484 -0.637
H -0.4355 1.8346 -2.0239 0.435 -0.338 -0.124 0.068
C 0.9318 -0.1179 2.4018 -0.764 -0.909 -1.074 -0.596
H 0.1275 -1.6772 1.2191 -0.431 -0.936 -0.211 0.052
H 0.7948 -0.6188 -1.2093 0.006 -0.523 0.129 0.079
C 0.3161 -0.1315 -0.3532 1.224 -0.481 1.125 -0.297